An isolated molecule of C3H2BrN in a non-equilibrium geometry, computed with ωB97M-V with the def2-TZVPD basis set.

Element x y z (Å)
C -0.807 -0.395 -0.850
C -0.930 0.174 0.199
N -0.919 0.890 1.312
C 0.204 1.074 1.837
Br 0.518 2.254 3.336
H -0.810 -0.741 -1.820
H 1.183 0.549 1.476

Values from the calculation:
- HOMO-LUMO gap: 9.93 eV
- Relative energy (zero: lowest compared OMol25 entry of this formula, charge and spin): 44.8 kcal/mol
- E_LUMO: 0.1 eV
- Max |F|: 0.045 hartree/bohr
- Energy: -2744.1773 Ha